(1)
46
Properties=species:S:1:pos:R:3:forces:R:3:mulliken_charge:R:1 method="wB97M-V/def2-TZVPD" total_charge=+2 e_above_lowest_ev=0.329 fmax_ev_per_a=1.20 orbital_gap_ev=6.12 homo_ev=-14.43
Ta -0.047938 -0.097192 0.228836 0.6 0.7 0.8 1.0257
N 3.589263 2.404064 -0.776442 -0.1 0.0 0.0 -0.3810
C 2.343500 1.959918 -0.581222 0.2 0.1 -0.1 0.8136
S 2.195176 0.194296 -0.420889 -0.1 -0.3 -0.1 -0.3431
N 1.344036 2.759348 -0.505243 -0.1 0.0 0.1 -1.1140
N 0.126611 2.129731 -0.296673 0.2 -0.1 0.1 0.3448
C -0.866745 2.966926 -0.417937 -0.2 0.0 0.0 0.0001
C -2.269863 2.655610 -0.386204 0.2 0.2 0.0 0.5160
C -3.220626 3.680936 -0.454300 -0.1 0.1 0.0 -0.7015
C -4.566127 3.372165 -0.510869 0.1 0.0 0.0 -0.7809
C -4.978238 2.040200 -0.518797 0.1 0.0 0.0 -0.4132
C -4.052880 1.005225 -0.447752 -0.2 0.0 0.0 -0.6084
C -2.723068 1.341495 -0.365958 0.3 -0.4 0.0 0.7355
O -1.766132 0.366923 -0.226519 -0.9 -0.1 -0.2 -0.6818
H 4.363542 1.770964 -0.869902 0.0 0.0 0.0 0.1965
H 3.751912 3.393359 -0.880723 0.0 0.0 0.0 0.2514
H -0.590902 4.001048 -0.605628 0.0 0.0 0.0 0.4581
H -2.891089 4.712429 -0.461629 0.0 0.0 0.0 0.4316
H -5.299238 4.164668 -0.558433 0.0 0.0 0.0 0.4353
H -6.031383 1.802738 -0.582737 0.0 0.0 0.0 0.4199
H -4.353626 -0.033171 -0.449838 0.0 0.0 0.0 0.4806
Br -0.745663 1.337434 6.191714 0.0 0.0 0.0 -0.1516
C -0.022725 -0.327743 5.721912 0.1 -0.2 0.1 -0.3880
C 0.274675 -1.255282 6.715848 0.0 0.0 0.0 -0.3320
C 0.810117 -2.489651 6.386689 0.0 0.0 0.0 -0.7041
C 1.059886 -2.827698 5.063210 0.0 0.0 0.0 -0.5337
C 0.774628 -1.924734 4.050314 0.0 0.0 0.2 -0.4627
C 0.243027 -0.701939 4.416367 0.0 -0.2 -0.3 1.0037
I -0.180635 0.739011 2.934403 -0.1 0.5 -0.4 0.3088
H 0.081089 -0.992809 7.747027 0.0 0.0 0.0 0.4179
H 1.037335 -3.193154 7.175757 0.0 0.0 0.0 0.3991
H 1.481404 -3.791664 4.812864 0.0 0.0 0.0 0.4517
H 0.971217 -2.171604 3.015699 0.0 0.0 0.0 0.3301
C 0.149614 -2.092755 0.313350 0.0 -0.3 -0.1 -0.9080
C 0.107374 -3.326365 0.383456 0.0 0.0 0.0 1.4073
C 0.058857 -4.731574 0.463132 0.0 0.1 0.0 0.5148
C -0.138433 -5.359606 1.701636 0.0 0.0 0.0 -0.4861
C -0.178332 -6.737768 1.759844 0.0 0.0 0.0 -0.6076
C -0.029542 -7.487671 0.597135 0.0 0.0 0.0 -0.3996
C 0.158184 -6.865907 -0.632307 0.0 0.0 0.0 -0.6004
C 0.206019 -5.487848 -0.709148 0.0 0.0 0.0 -0.4565
H -0.258601 -4.763607 2.596861 0.0 0.0 0.0 0.4226
H -0.326738 -7.233663 2.709032 0.0 0.0 0.0 0.4174
H -0.059499 -8.567819 0.650696 0.0 0.0 0.0 0.4124
H 0.265580 -7.458059 -1.530364 0.0 0.0 0.0 0.4199
H 0.356247 -4.989664 -1.657251 0.0 0.0 0.0 0.4394

***

(2)
16
Properties=species:S:1:pos:R:3:forces:R:3:mulliken_charge:R:1 method="wB97M-V/def2-TZVPD" e_above_lowest_ev=2.373 fmax_ev_per_a=3.17 orbital_gap_ev=11.02 homo_ev=-9.91
C 1.394442 -1.237511 -0.057480 0.1 0.6 0.2 -1.4530
C 0.462434 0.019359 0.312550 0.7 -0.3 -0.1 0.4217
C 0.783263 1.165283 -0.622077 0.2 0.1 0.0 -1.3548
C -0.990333 -0.400105 0.199160 0.6 -0.1 -0.1 0.0283
C -2.189375 0.387131 0.603163 0.2 -0.2 0.2 -0.4285
O -1.855011 0.201218 -0.763834 0.3 -0.2 -0.2 -0.4351
H 1.175842 -2.252130 0.354181 -0.4 1.0 0.1 0.4065
H 2.375403 -0.986365 0.339403 0.3 -0.1 -0.2 0.3814
H 1.487392 -1.406884 -1.145948 -0.1 0.4 0.4 0.3233
H 0.643057 0.246161 1.373210 0.2 0.2 -0.3 0.2427
H 1.853767 1.363613 -0.580928 0.0 0.2 -0.2 0.4112
H 0.228180 2.080516 -0.392075 0.1 -0.1 0.1 0.3359
H 0.499525 0.868764 -1.638436 0.2 0.1 0.1 0.3184
H -0.654277 -1.439402 0.132506 -3.1 -0.8 0.2 0.3495
H -3.151747 -0.031199 0.923587 0.5 -0.3 -0.1 0.2520
H -2.062561 1.421553 0.963018 0.2 -0.5 -0.1 0.2003